{
  "formula": "C5H7NO2",
  "method": "ωB97M-V/def2-TZVPD",
  "gap_ev": 9.61,
  "lumo_ha": 0.0207,
  "homo_ev": -9.04,
  "de_lowest_kcal_mol": 56.71,
  "max_force_ev_per_a": 5.3,
  "species": ["O", "O", "N", "C", "C", "C", "C", "C", "H", "H", "H", "H", "H", "H", "H"],
  "coordinates": [[1.288, -2.391, -0.033], [3.606, 1.460, -0.013], [2.973, -0.824, 0.281], [-1.439, -0.086, 0.058], [2.961, 0.499, -0.096], [1.646, -1.265, -0.077], [1.055, -0.044, -0.616], [-0.077, 0.711, 0.132], [-1.819, 0.293, -0.901], [0.757, 0.045, -1.591], [-2.034, 0.316, 1.007], [-0.363, 1.757, -0.187], [-1.184, -1.065, 0.176], [0.376, 0.727, 1.069], [3.634, -1.292, 0.933]],
  "forces_ev_per_a": [[-0.66, -1.17, 0.38], [1.16, 0.78, 0.11], [0.31, 0.12, 0.80], [0.43, 4.88, 2.02], [-4.60, -2.00, -0.76], [1.50, -0.03, -0.16], [1.65, 3.74, 1.66], [-0.35, -0.53, -0.74], [-0.67, -0.99, 0.42], [0.14, -0.74, -2.92], [0.73, -1.03, -2.31], [1.26, -1.07, 0.02], [-0.14, -2.91, -0.11], [-0.23, 0.57, 2.40], [-0.55, 0.36, -0.81]]
}